[1]
The following is a DFT calculation (the ωB97M-V functional and the def2-TZVPD basis) of a molecular structure, C4H14N2O2 in a non-equilibrium geometry.

CARTESIAN COORDINATES (ANGSTROEM)
C -2.1218 0.1022 -0.2111
N -2.3661 -1.2429 0.0942
C -0.5714 0.3212 -0.2164
C -0.2491 1.7172 -0.7134
N -0.0669 -0.0094 1.1127
C 1.4156 -0.1753 1.2498
O 2.1779 0.6206 0.5250
H -2.5916 0.5500 0.6809
H -2.5730 0.4986 -1.1230
H -3.0972 -1.6211 -0.5147
H -1.9215 -3.9221 0.8879
H -0.1379 -0.4652 -0.8429
H 0.7352 2.0319 -0.3710
H -0.2695 1.6805 -1.7982
H -1.0110 2.4221 -0.3747
H -0.5173 -0.9056 1.3082
H 1.5472 -1.2210 0.8739
H 1.6817 -0.1388 2.3142
H -2.6081 -3.8623 0.9863
H 2.1239 0.0908 -0.6183
H 2.5167 -0.7409 -2.1511
O 1.8295 -0.3031 -1.6527

Properties
* HOMO level: -8.2 eV
* gap between HOMO and LUMO: 0.1555 Eh
* total charge: 0
* energy relative to the best compared isomer or geometry (same formula, charge and spin): 8.317 eV
* E_tot: -11442.37338 eV
* multiplicity: 1

[2]
The following is a DFT calculation (the ωB97M-V functional and the def2-TZVPD basis) of 3 unconnected molecules or ions with the total composition C4H14N2O2 in a non-equilibrium geometry.

CARTESIAN COORDINATES (ANGSTROEM)
H -1.1638 2.1007 2.3931
N -0.4047 1.9617 1.7402
C -0.6221 1.5268 0.5775
N 0.4475 1.3614 -0.2783
C 0.3357 0.5061 -1.4215
C 1.1158 -0.7965 -1.2631
C 0.4626 -1.6922 -0.2020
H -1.5800 1.2992 0.1069
H 1.3098 1.6287 0.1549
H 0.6773 1.0461 -2.3145
H -0.6976 0.2609 -1.6665
H 1.2750 -1.3509 -2.1875
H 2.1347 -0.5810 -0.9215
H 0.4905 -1.3017 0.8075
H -0.5980 -1.8050 -0.4720
H 0.8229 -2.7196 -0.1844
O 2.3277 0.6745 2.6007
H 2.0134 -0.1852 2.9251
H 1.7158 1.3421 2.9000
O -3.6918 -0.9511 -1.1599
H -3.1581 -1.3677 -1.8084
H -3.2126 -0.9572 -0.3263

Properties
* HOMO level: -8.9 eV
* gap between HOMO and LUMO: 0.3507 Eh
* total charge: 0
* energy relative to the best compared isomer or geometry (same formula, charge and spin): 0.711 eV
* E_tot: -11449.97928 eV
* SMILES: [H]/N=C/NCCC.O.O
* multiplicity: 1

[3]
The following is a DFT calculation (the ωB97M-V functional and the def2-TZVPD basis) of 2 unconnected molecules or ions with the total composition C4H14N2O2 in a non-equilibrium geometry.

CARTESIAN COORDINATES (ANGSTROEM)
N -1.6394 -1.3465 1.5415
C -1.2357 -1.7395 0.1875
C -1.1220 -0.5796 -0.7967
C 0.1368 0.2967 -0.5765
N 1.3250 -0.4743 -0.9542
C 0.0257 1.5929 -1.3496
O 0.9338 2.5802 -0.8636
H -0.9386 -0.7355 1.9382
H -2.5786 -0.9868 1.5869
H -0.3113 -2.2993 0.2984
H -2.0465 -2.3653 -0.1895
H -0.9761 -0.9778 -1.8082
H -1.9912 0.0757 -0.8173
H 0.2361 0.4220 0.5037
H 1.0948 -1.2309 -1.5860
H 2.0565 0.1099 -1.3350
H 0.3138 1.4039 -2.3829
H -0.9757 2.0235 -1.3338
H 0.8772 2.6654 0.0926
O 1.2409 -0.2540 2.3393
H 1.5721 -1.1550 2.4380
H 1.7110 0.0503 1.5539

Properties
* HOMO level: -9.0 eV
* gap between HOMO and LUMO: 0.3594 Eh
* total charge: 0
* energy relative to the best compared isomer or geometry (same formula, charge and spin): 0.841 eV
* E_tot: -11449.84949 eV
* SMILES: NCC[C@@H](N)CO.O
* multiplicity: 1

[4]
The following is a DFT calculation (the ωB97M-V functional and the def2-TZVPD basis) of 2 unconnected molecules or ions with the total composition C4H14N2O2 in a non-equilibrium geometry.

CARTESIAN COORDINATES (ANGSTROEM)
C 1.7376 1.9522 -0.2850
N 1.0234 0.7712 0.2623
C 1.0079 -0.3683 -0.6313
C -0.1004 -1.3472 -0.3071
N -1.4081 -1.0734 -0.8947
C -2.3896 -0.4425 -0.0906
O -2.3296 0.9958 -0.0220
H 1.0650 2.7818 -0.4710
H 2.2654 1.6615 -1.1952
H 2.5132 2.2514 0.4183
H 0.0725 1.0831 0.4386
H 1.9484 -0.9234 -0.5859
H 0.9142 -0.0940 -1.6931
H 0.1844 -2.3046 -0.7517
H -0.2315 -1.5939 0.7386
H -1.4460 -0.8150 -1.8670
H -3.3758 -0.6632 -0.5127
H -2.3670 -0.7970 0.9363
H -2.0254 1.3870 -0.8441
O 1.0348 -1.1781 2.6599
H 1.4988 -0.8270 1.8809
H 0.4078 -0.4563 2.8165

Properties
* HOMO level: -9.2 eV
* gap between HOMO and LUMO: 0.3642 Eh
* total charge: 0
* energy relative to the best compared isomer or geometry (same formula, charge and spin): 1.304 eV
* E_tot: -11449.38560 eV
* SMILES: CNCCNCO.O
* multiplicity: 1

[5]
The following is a DFT calculation (the ωB97M-V functional and the def2-TZVPD basis) of 3 unconnected molecules or ions with the total composition C4H14N2O2 in a non-equilibrium geometry.

CARTESIAN COORDINATES (ANGSTROEM)
N 2.3458 -0.5739 -1.3089
C 1.1341 0.1114 -1.4454
C 0.6635 0.9503 -0.4964
C -0.7849 1.3301 -0.5864
C -1.9076 0.2719 -0.2556
N -1.5106 -0.5388 0.9262
H 2.6000 -0.9974 -2.2480
H 3.2239 -0.1608 -0.9782
H 0.6001 -0.1183 -2.3854
H 1.2365 1.0747 0.3908
H -0.9996 1.6944 -1.6420
H -1.0574 2.1850 0.0151
H -2.2819 -0.3113 -1.1813
H -2.6858 0.9904 0.1699
H -2.2747 -1.1111 1.1128
H -0.8379 -1.2405 0.5885
O 1.1483 -2.6782 -0.0041
H 1.5933 -2.9666 0.7782
H 1.5562 -1.8290 -0.2685
O -0.1948 1.4425 2.8444
H -0.8279 0.7476 2.3675
H -0.7385 1.7276 3.6068

Properties
* HOMO level: -8.4 eV
* gap between HOMO and LUMO: 0.3398 Eh
* total charge: 0
* energy relative to the best compared isomer or geometry (same formula, charge and spin): 1.572 eV
* E_tot: -11449.11757 eV
* SMILES: N/C=C/CCN.O.O
* multiplicity: 1

[6]
The following is a DFT calculation (the ωB97M-V functional and the def2-TZVPD basis) of 2 unconnected molecules or ions with the total composition C4H14N2O2 in a non-equilibrium geometry.

CARTESIAN COORDINATES (ANGSTROEM)
N -0.2990 -2.6355 1.1139
C 0.2337 -2.1069 -0.0839
C 1.1503 -0.8518 0.0414
N 0.4286 0.2529 0.7303
C -0.0201 1.4027 -0.1513
C -0.2914 2.7626 0.6504
O -1.1084 2.6526 1.7720
H 0.3768 -2.8128 1.8559
H -0.9313 -1.9345 1.5532
H 0.8719 -2.9007 -0.5804
H -0.3924 -1.7020 -0.9299
H 1.3032 -0.5875 -0.9686
H 2.0671 -1.2411 0.4696
H -0.3718 -0.0921 1.3252
H -0.8810 1.1569 -0.7092
H 0.9258 1.6420 -0.8871
H 0.7098 3.0680 1.0200
H -0.6775 3.6054 -0.0662
H -0.7637 3.2647 2.5059
O -0.6649 -1.3014 -3.0527
H -1.3279 -0.7129 -3.3461
H -0.3378 -0.9284 -2.2624

Properties
* HOMO level: -8.6 eV
* gap between HOMO and LUMO: 0.3433 Eh
* total charge: 0
* energy relative to the best compared isomer or geometry (same formula, charge and spin): 2.784 eV
* E_tot: -11447.90602 eV
* SMILES: NCCNCCO.O
* multiplicity: 1

[7]
The following is a DFT calculation (the ωB97M-V functional and the def2-TZVPD basis) of 3 unconnected molecules or ions with the total composition C4H14N2O3S in a non-equilibrium geometry.

CARTESIAN COORDINATES (ANGSTROEM)
C -0.3975 -0.3028 0.1324
N 0.8576 0.5512 0.4898
C 0.8503 0.6346 2.0697
O 0.9368 -0.5510 2.6818
C -0.6163 -0.2769 -1.3900
C -2.1480 -0.0319 -1.5541
S -2.9863 -1.0793 -2.8519
N -0.1333 -1.5347 -1.9203
H -0.1977 -1.3511 0.4615
H -1.1582 0.0212 0.8943
H 1.6495 -0.0008 0.1659
H 1.6171 1.3930 2.2705
H -0.1636 1.0845 2.3926
H -0.0465 0.5248 -1.8943
H -2.2303 1.0139 -1.7892
H -2.7141 -0.2902 -0.6828
H -0.0299 -1.6390 -2.9137
H -0.7740 -2.2935 -1.6446
H 2.4223 -2.1644 0.7596
H 1.9397 -1.3424 1.9930
O 2.6918 -2.0162 1.6724
H 0.3348 3.5163 0.9242
H 0.2083 2.5995 -0.2644
O 0.0876 3.5352 -0.0025

Properties
* HOMO level: -0.2 eV
* gap between HOMO and LUMO: 0.2214 Eh
* total charge: -2
* energy relative to the best compared isomer or geometry (same formula, charge and spin): 0.305 eV
* E_tot: -24331.61664 eV
* multiplicity: 1

[8]
The following is a DFT calculation (the ωB97M-V functional and the def2-TZVPD basis) of 2 unconnected molecules or ions with the total composition C4H14N2S2 in a non-equilibrium geometry.

CARTESIAN COORDINATES (ANGSTROEM)
C -1.6224 -2.9217 1.0999
N -0.8197 -1.7214 1.0871
C -1.4365 -0.5899 0.4370
N -1.2320 -0.6031 -1.0250
H -1.4649 -3.5275 1.9963
H -2.7005 -2.7145 1.1517
H -1.3997 -3.5796 0.2603
H -0.4363 -1.4917 1.9844
H -0.9636 0.3263 0.7882
H -2.5113 -0.5341 0.6424
H -0.3055 -0.9961 -1.1404
H -1.8830 -1.2466 -1.4608
C 0.0739 2.4404 -2.0165
S 1.0092 2.9063 -0.5052
S 1.7596 1.0572 -0.0068
C 3.3083 1.5114 0.7887
H 0.5649 1.5400 -2.3820
H -0.9383 2.1364 -1.7787
H 0.1519 3.2596 -2.7209
H 3.1126 2.1338 1.6576
H 3.7978 0.5847 1.0782
H 3.9356 2.0301 0.0644

Properties
* HOMO level: -7.8 eV
* gap between HOMO and LUMO: 0.3144 Eh
* total charge: 0
* energy relative to the best compared isomer or geometry (same formula, charge and spin): 0.480 eV
* E_tot: -29025.19588 eV
* SMILES: CNCN.CSSC
* multiplicity: 1

[9]
The following is a DFT calculation (the ωB97M-V functional and the def2-TZVPD basis) of 2 unconnected molecules or ions with the total composition C4H14N3.

CARTESIAN COORDINATES (ANGSTROEM)
C -2.2373 0.2742 0.9366
N -1.2956 0.4180 -0.1965
C -1.1628 1.8223 -0.6865
H -2.3755 -0.7726 1.2044
H -1.8357 0.7578 1.8234
H -3.2116 0.6786 0.6760
H -1.5465 -0.2243 -0.9489
H -0.3644 0.0312 0.0929
H -2.1365 2.1505 -1.0415
H -0.4053 1.8374 -1.4610
H -0.9136 2.4490 0.1654
C 1.3129 -1.0800 -1.4044
N 1.1239 -1.2226 0.0503
C 2.0911 -0.6156 0.8678
N 2.1147 -0.8402 2.1086
H 0.4618 -1.5409 -1.9019
H 1.4248 -0.0327 -1.6818
H 2.2163 -1.5853 -1.7511
H 1.0494 -2.2041 0.2955
H 2.7584 0.0814 0.3510
H 2.9315 -0.3823 2.5018

Properties
* HOMO level: -13.3 eV
* gap between HOMO and LUMO: 0.3760 Eh
* total charge: +1
* energy relative to the best compared isomer or geometry (same formula, charge and spin): 1.450 eV
* E_tot: -8838.57311 eV
* multiplicity: 1

[10]
The following is a DFT calculation (the ωB97M-V functional and the def2-TZVPD basis) of 2 unconnected molecules or ions with the total composition C4H14N3 in a non-equilibrium geometry.

CARTESIAN COORDINATES (ANGSTROEM)
C -0.2340 -0.3709 -2.8791
C 0.8743 0.8892 -1.0830
N 0.8904 0.0111 -2.0696
N -0.2134 1.7017 -0.8908
N 1.8876 1.0289 -0.2156
H 1.7411 -0.5374 -2.0936
H -0.7453 1.8398 -1.7363
H -0.7111 1.6455 -0.0151
H 2.8296 0.7524 -0.4368
H 1.7141 1.7526 0.4632
H -0.2123 0.0592 -3.8799
H -1.2812 -0.3273 -2.5091
H -0.0977 -1.4546 -3.0614
C -0.1401 -0.5298 2.6923
C -1.4062 -1.3204 2.4307
H 0.8433 -0.8899 2.3710
H -0.2368 0.4019 2.0978
H -0.1615 -0.0541 3.6770
H -2.2055 -0.8987 3.0580
H -1.3774 -2.3875 2.6833
H -1.7580 -1.3118 1.3968

Properties
* HOMO level: -14.5 eV
* gap between HOMO and LUMO: 0.4177 Eh
* total charge: +1
* energy relative to the best compared isomer or geometry (same formula, charge and spin): 0.877 eV
* E_tot: -8839.14611 eV
* multiplicity: 1

[11]
The following is a DFT calculation (the ωB97M-V functional and the def2-TZVPD basis) of 2 unconnected molecules or ions with the total composition C4H14N3 in a non-equilibrium geometry.

CARTESIAN COORDINATES (ANGSTROEM)
C 0.6858 1.6862 -1.4509
C 0.2144 -0.8640 -1.6306
N -0.1859 0.4162 -1.5682
N 1.4468 -1.2872 -1.2451
N -0.7709 -1.7482 -1.6954
H -1.1077 0.7681 -1.7949
H 2.2023 -0.6332 -1.4346
H 1.6696 -2.2322 -1.6250
H -1.7219 -1.6966 -1.3551
H -0.5920 -2.7378 -1.8140
H 0.4356 2.1680 -0.5165
H 0.5865 2.2831 -2.3716
H 1.6595 1.1834 -1.5180
C -0.3558 -0.2624 2.9817
C -0.8203 0.8906 2.0009
H -1.1082 -0.6131 3.6843
H 0.0511 -1.0208 2.2641
H 0.5158 0.1749 3.5442
H -1.7625 1.2932 2.3886
H -0.9034 0.4957 1.0115
H -0.1389 1.7363 2.1445

Properties
* HOMO level: -14.5 eV
* gap between HOMO and LUMO: 0.4114 Eh
* total charge: +1
* energy relative to the best compared isomer or geometry (same formula, charge and spin): 1.403 eV
* E_tot: -8838.61929 eV
* multiplicity: 1

[12]
The following is a DFT calculation (the ωB97M-V functional and the def2-TZVPD basis) of 2 unconnected molecules or ions with the total composition C4H14N3 in a non-equilibrium geometry.

CARTESIAN COORDINATES (ANGSTROEM)
C 0.9442 -0.5555 -2.4958
N -0.1056 -0.6289 -1.4629
C -0.6543 -1.8350 -1.1713
N -1.2344 -1.9929 -0.0063
H 0.7246 -1.2581 -3.3236
H 0.9856 0.4530 -2.9203
H 1.9065 -0.8388 -2.0841
H -0.7313 0.1767 -1.3863
H -0.6745 -2.6068 -1.9658
H -1.4039 -2.9787 0.2343
C 0.2687 2.3876 1.3777
C -0.4539 1.1372 1.9039
N 0.1635 -0.1351 1.3561
H -0.1873 3.2687 1.8534
H 1.2929 2.3591 1.7090
H 0.1549 2.4505 0.3046
H -0.4619 1.1134 2.9885
H -1.4779 0.9648 1.5401
H 0.6762 0.0408 0.5182
H -0.5200 -0.9492 1.0017
H 0.7877 -0.5727 2.0291

Properties
* HOMO level: -13.7 eV
* gap between HOMO and LUMO: 0.3981 Eh
* total charge: +1
* energy relative to the best compared isomer or geometry (same formula, charge and spin): 1.278 eV
* E_tot: -8838.74469 eV
* multiplicity: 1